(w)
Below is the molecule C3H3NO2, with properties calculated with ωB97M-V/def2-TZVPD.

Output
SMILES: Oc1ncco1
HOMO, eV: -9.05
Gap between HOMO and LUMO, eV: 9.8151
Charge: 0

Geometry (Å):
O1 1.1334 -1.5974 1.1169
C1 0.5077 -0.6082 0.3885
N1 0.4240 -0.4428 -0.8690
C2 -0.4102 0.6387 -1.0156
C3 -0.8475 1.0325 0.2150
O2 -0.1592 0.3004 1.0894
H1 1.4669 -2.2273 0.4199
H2 -0.7353 1.0111 -2.0237
H3 -1.3799 1.8929 0.6786

(x)
Below is a cluster of 2 separate species, C3H3NO2 in total, with properties calculated with ωB97M-V/def2-TZVPD.

Output
SMILES: O=C=O.CC#N
HOMO, eV: -11.23
Gap between HOMO and LUMO, eV: 11.6512
Charge: 0

Geometry (Å):
O1 -1.2359 -0.9164 -1.8426
C1 -1.5270 -1.9866 -1.5737
O2 -2.0619 -2.9588 -1.3936
C2 0.1095 -0.0887 0.3590
C3 0.8239 -1.2396 -0.0350
N1 1.3603 -2.0681 -0.5566
H1 -0.6756 -0.2980 1.2682
H2 -0.5721 -0.1686 -0.6524
H3 0.5687 0.7627 0.6592

It comes down to (w), which is 0.483 eV more stable than the next structure.

(w)
Below is a structure of composition C3H3NO2, with properties calculated with ωB97M-V/def2-TZVPD.

Output
HOMO, eV: -10.87
Gap between HOMO and LUMO, eV: 10.2630
Charge: 0

Geometry (Å):
O1 -0.0336 1.3974 -0.9010
C1 0.1360 0.2806 -0.1144
C2 -1.0502 -0.6585 0.0410
O2 -2.1372 -0.4271 -0.4057
C3 1.4283 -0.3969 -0.2176
N1 2.4217 -0.9836 -0.2846
H1 -0.0439 1.6224 0.1642
H2 0.1262 0.7550 1.0678
H3 -0.8060 -1.5160 0.6945

(x)
Below is the molecule C3H3NO2, with properties calculated with ωB97M-V/def2-TZVPD.

Output
SMILES: O=[N+]([O-])C1=CC1
HOMO, eV: -10.51
Gap between HOMO and LUMO, eV: 10.2084
Charge: 0

Geometry (Å):
O1 -0.3711 -2.5404 2.2559
N1 0.4875 -1.6935 2.2972
O2 1.2849 -1.5527 3.1877
C1 0.4317 -0.7225 1.1308
C2 0.9537 -0.1114 0.1211
C3 -0.5552 -0.0125 0.2228
H1 1.5257 0.2554 -0.6673
H2 -0.9149 0.8478 0.6887
H3 -1.1168 -0.7512 -0.2030

It comes down to (w), which is 2.614 eV more stable than the next structure.

(w)
Below is the molecule C20H25N3O5S, with properties calculated with ωB97M-V/def2-TZVPD.

Output
SMILES: O=C(CN(C(=O)CNS(=O)(=O)c1ccccc1)C1CCCC1)NCc1ccco1
HOMO, eV: -8.75
Gap between HOMO and LUMO, eV: 9.1087
Charge: 0

Geometry (Å):
O1 2.9402 1.2068 0.4490
C1 2.2500 0.0834 0.4387
C2 2.4618 -0.8305 -0.5866
N1 1.1714 -0.9718 -1.4603
C3 0.2138 -1.6855 -0.7169
O2 0.2334 -2.5133 0.2995
C4 -1.2915 -1.6696 -1.1620
N2 -2.1381 -2.0513 -0.0988
S1 -2.1585 -0.4265 1.0057
O3 -2.6241 -0.8812 2.2728
O4 -0.9755 0.3719 0.7366
C5 -3.6624 0.0411 0.1449
C6 -3.3935 1.4011 -0.7762
C7 -4.2745 2.0535 -1.5321
C8 -5.7864 1.4996 -1.1041
C9 -5.8072 0.5447 -0.3692
C10 -4.8402 -0.1111 0.1889
C11 0.8581 -0.2197 -2.4506
C12 1.9691 -0.1633 -3.6424
C13 2.6370 1.1025 -3.7444
C14 2.2460 1.8992 -2.6038
C15 0.7637 1.3352 -2.2807
N3 1.5012 -0.3587 1.5840
C16 1.5338 0.3902 2.5729
C17 2.1222 -0.0355 3.9650
C18 3.4419 0.0934 4.4836
C19 3.2540 -0.9855 5.6922
C20 1.9939 -1.3966 5.8323
O5 1.2162 -0.8345 4.7209
H1 2.9645 -0.7201 -1.3969
H2 2.6204 -1.8221 -0.3088
H3 -1.6082 -1.0007 -1.7390
H4 -1.4372 -2.3416 -1.8783
H5 -2.0056 -2.7097 0.6184
H6 -2.2329 1.7679 -0.8767
H7 -4.1055 2.8876 -2.0923
H8 -6.5357 2.0560 -1.6813
H9 -6.8642 -0.0539 -0.2968
H10 -5.0536 -1.1104 0.9380
H11 -0.0400 -0.5196 -2.7554
H12 2.8429 -0.8154 -3.0605
H13 1.5334 -0.7945 -4.4791
H14 3.6786 1.1081 -3.7877
H15 2.0157 1.4750 -4.6364
H16 2.1092 2.8397 -2.6193
H17 2.7407 1.7215 -1.8533
H18 0.4958 1.4795 -1.2888
H19 -0.0971 1.6139 -2.7210
H20 1.1297 -1.2178 1.4922
H21 1.8765 1.4968 2.6068
H22 0.3914 0.5360 2.8469
H23 4.2231 0.3472 3.9150
H24 4.0910 -1.1918 6.4690
H25 1.4113 -1.9198 6.7264

(x)
Below is the molecule C20H25N3O5S, with properties calculated with ωB97M-V/def2-TZVPD.

Output
SMILES: CCOc1ccccc1C(=O)N[C@@H](C(=O)Nc1cccc(S(N)(=O)=O)c1)C(C)C
HOMO, eV: -8.74
Gap between HOMO and LUMO, eV: 9.3202
Charge: 0

Geometry (Å):
C1 2.1321 3.3391 -0.2112
C2 1.4912 2.4225 0.8271
O1 0.3329 1.7704 0.3364
C3 -0.8321 2.4574 0.2262
C4 -1.0724 3.7442 0.6988
C5 -2.3356 4.3017 0.5922
C6 -3.3803 3.5966 0.0237
C7 -3.1519 2.3188 -0.4583
C8 -1.8914 1.7537 -0.3706
C9 -1.5984 0.4098 -0.9466
O2 -0.8585 0.2433 -1.9040
N1 -2.2110 -0.6125 -0.3182
C10 -2.0471 -1.9982 -0.7212
C11 -0.7421 -2.5680 -0.1201
O3 -0.7091 -3.4993 0.6527
N2 0.3350 -1.8792 -0.5758
C12 1.6582 -1.9667 -0.1613
C13 2.1521 -3.0081 0.6239
C14 3.4864 -3.0302 0.9932
C15 4.3453 -2.0178 0.5969
C16 3.8400 -0.9877 -0.1720
S1 4.9150 0.3552 -0.6202
N3 4.8936 1.2493 0.8186
O4 6.2481 -0.1322 -0.8300
O5 4.3036 1.1774 -1.6225
C17 2.5219 -0.9436 -0.5599
C18 -3.2793 -2.8442 -0.3680
C19 -4.4613 -2.4438 -1.2480
C20 -3.6534 -2.7574 1.1114
H1 1.3886 4.0042 -0.6452
H2 2.9052 3.9415 0.2595
H3 2.5801 2.7499 -1.0077
H4 1.2508 2.9723 1.7463
H5 2.1776 1.6096 1.0813
H6 -0.2842 4.3248 1.1503
H7 -2.4995 5.3029 0.9621
H8 -4.3614 4.0387 -0.0519
H9 -3.9496 1.7601 -0.9260
H10 -2.7268 -0.4377 0.5292
H11 -1.9168 -1.9921 -1.8122
H12 0.1456 -1.1152 -1.2301
H13 1.4843 -3.7934 0.9383
H14 3.8563 -3.8469 1.5940
H15 5.3908 -2.0175 0.8573
H16 5.7365 1.0991 1.3503
H17 4.7653 2.2293 0.6229
H18 2.1716 -0.1234 -1.1667
H19 -3.0074 -3.8821 -0.5835
H20 -5.3301 -3.0520 -1.0095
H21 -4.2254 -2.5808 -2.3006
H22 -4.7201 -1.3990 -1.0880
H23 -4.0648 -1.7820 1.3671
H24 -2.7857 -2.9589 1.7325
H25 -4.4126 -3.5021 1.3369

It comes down to (x), which is 20.028 eV more stable than the next structure.

(w)
Below is a cluster of 3 separate species, C5H16O3 in total, with properties calculated with ωB97M-V/def2-TZVPD.

Output
SMILES: CC(C)CCO.O.O
HOMO, eV: -10.76
Gap between HOMO and LUMO, eV: 11.4651
Charge: 0

Geometry (Å):
C1 -1.1534 1.9387 -0.9823
C2 -0.1010 0.8535 -0.5002
C3 1.2663 1.1583 -1.3154
C4 -0.4420 -0.6247 -0.9362
C5 0.4889 -1.6711 -0.2525
O1 -0.1997 -2.0221 1.0331
H1 -2.1885 1.6725 -0.7905
H2 -1.0078 2.8679 -0.3502
H3 -1.0959 2.3187 -2.0505
H4 0.0938 0.9888 0.5278
H5 1.2676 0.5777 -2.2498
H6 2.1383 0.8543 -0.7550
H7 1.4416 2.2170 -1.5810
H8 -1.4999 -0.8332 -0.7485
H9 -0.4240 -0.7534 -1.9566
H10 0.6729 -2.5652 -0.8837
H11 1.4257 -1.2944 0.0945
H12 -0.0707 -2.9307 1.2006
O2 2.1627 -0.2787 2.7231
H13 1.6635 -0.3282 1.9569
H14 2.5826 0.5417 2.8069
O3 -2.5710 -0.6958 1.7209
H15 -2.6596 -1.3566 1.1343
H16 -1.7905 -0.6349 2.1545

(x)
Below is a cluster of 4 separate species, C5H16O3 in total, with properties calculated with ωB97M-V/def2-TZVPD.

Output
SMILES: C=CCCC.O.O.O
HOMO, eV: -9.66
Gap between HOMO and LUMO, eV: 10.1712
Charge: 0

Geometry (Å):
C1 -1.1057 -2.8833 -1.4316
C2 -0.3688 -1.7844 -1.5954
C3 0.5800 -1.2419 -0.5611
C4 -0.1643 -0.1843 0.2522
C5 0.5477 0.2597 1.5109
H1 -0.7549 -3.6441 -0.7412
H2 -1.8810 -3.1239 -2.1282
H3 -0.6608 -1.1516 -2.4218
H4 0.8776 -2.0253 0.1498
H5 1.5053 -0.8961 -1.0010
H6 -1.1359 -0.5604 0.5093
H7 -0.2520 0.6867 -0.4114
H8 0.1316 -0.2879 2.3651
H9 1.5883 -0.0489 1.5498
H10 0.3946 1.2968 1.8010
O1 2.2181 1.1608 -1.7794
H11 1.6018 1.7428 -2.2103
H12 3.0520 0.9914 -2.1787
O2 0.4576 3.7038 0.5716
H13 -0.4839 3.5624 0.4891
H14 0.8349 2.8422 0.6562
O3 -2.7049 0.4822 2.3397
H15 -2.4145 0.7157 1.4659
H16 -1.8624 0.3875 2.7994

It comes down to (x), which is 0.235 eV more stable than the next structure.

(w)
Below is the molecule C4H10N2O, with properties calculated with ωB97M-V/def2-TZVPD.

Output
SMILES: C=C[N@+](C)([O-])NC
HOMO, eV: -8.84
Gap between HOMO and LUMO, eV: 9.6913
Charge: 0

Geometry (Å):
C1 1.9634 -0.0556 1.1861
C2 1.4078 0.2128 0.0169
N1 0.3075 -0.4943 -0.5790
C3 -0.4221 -1.4077 0.3347
O1 0.7285 -1.1007 -1.6470
N2 -0.6657 0.6341 -1.1607
C4 -1.4918 1.4425 -0.3000
H1 1.6070 -0.8074 1.8700
H2 2.8662 0.4523 1.4773
H3 1.8130 0.9166 -0.6928
H4 -1.2940 -1.7815 -0.2033
H5 -0.7045 -0.8992 1.2563
H6 0.2296 -2.2589 0.5328
H7 -1.2258 0.0940 -1.8218
H8 -1.9879 2.1930 -0.9201
H9 -2.2790 0.8944 0.2379
H10 -0.8521 1.9656 0.4127

(x)
Below is the molecule C4H10N2O, with properties calculated with ωB97M-V/def2-TZVPD.

Output
SMILES: CNC(=O)[C@H](C)N
HOMO, eV: -8.81
Gap between HOMO and LUMO, eV: 9.7393
Charge: 0

Geometry (Å):
C1 -1.6253 -1.4093 -1.3133
N1 -1.5512 -0.2759 -0.3303
C2 -0.4353 0.6060 -0.0716
O1 -0.3936 1.8494 -0.0250
C3 0.9220 -0.2589 0.2407
C4 0.8081 -0.4815 1.7984
N2 2.0702 0.4483 -0.3729
H1 -2.3069 -2.0268 -0.7947
H2 -0.6676 -1.8634 -1.2272
H3 -1.8017 -1.0419 -2.3535
H4 -2.4404 -0.0115 -0.0605
H5 0.8704 -1.1664 -0.3638
H6 1.1969 0.3303 2.3797
H7 -0.1987 -0.8407 2.0551
H8 1.5428 -1.2695 2.1937
H9 2.4528 1.2476 0.1692
H10 2.8507 -0.0979 -0.8015

It comes down to (x), which is 3.195 eV more stable than the next structure.

(w)
Below is the molecule CH5NOS, with properties calculated with ωB97M-V/def2-TZVPD.

Output
HOMO (spin up / spin down), eV: -6.31 / -9.38
Gap between HOMO and LUMO (spin up / spin down), eV: 6.8855 / 7.3079
Spin multiplicity: 3
Charge: 0

Geometry (Å):
C1 -0.8958 -1.5041 0.0519
N1 0.5035 1.4218 -0.6250
O1 1.8008 -1.1384 -0.0956
S1 0.5421 -0.5486 0.0971
H1 -1.1891 -1.8787 -0.9694
H2 -1.5954 -0.9950 0.5514
H3 0.0527 1.8961 0.1124
H4 1.4903 1.5112 -0.8310
H5 0.3074 -0.2250 1.3805

(x)
Below is a cluster of 2 separate species, CH5NOS in total, with properties calculated with ωB97M-V/def2-TZVPD.

Output
HOMO (spin up / spin down), eV: -4.38 / -7.70
Gap between HOMO and LUMO (spin up / spin down), eV: 3.8179 / 4.2102
Spin multiplicity: 3
Charge: 0

Geometry (Å):
C1 -1.6377 -1.0887 0.1631
N1 1.4310 0.8634 -0.4902
O1 -1.0649 -0.0575 0.2066
S1 2.3471 -0.6919 0.0164
H1 -2.4593 -1.0724 -0.5164
H2 -1.5311 -1.9370 0.8024
H3 1.5101 1.3043 -1.4117
H4 0.3694 0.4602 -0.3463
H5 1.6290 1.4847 0.3409

It comes down to (x), which is 0.908 eV more stable than the next structure.